Entry from the OMol25 dataset: a structure of composition C36H103BHgN9O9 at a distorted geometry (wB97M-V/def2-TZVPD).

The geometry in XYZ format:
```
159
Properties=species:S:1:pos:R:3:forces:R:3
Hg -1.5145 -1.1241 -0.9027 -0.053 0.615 0.792
B -0.0780 0.5888 -0.0959 -0.188 0.123 -0.227
H 0.5020 1.2345 0.5451 2.094 2.320 2.009
H 0.2787 -0.4143 0.0799 1.837 -4.158 1.014
H -1.1041 0.6810 0.2249 -3.471 0.545 1.529
H -0.0796 0.7443 -1.1636 0.587 1.416 -4.120
C -5.4530 3.6255 -4.3562 0.159 -1.201 0.254
C -4.3690 2.9178 -3.5126 -0.963 0.748 1.919
C -3.0458 3.5986 -3.6265 1.153 -2.196 -1.294
O -2.0457 2.7193 -3.0136 1.721 1.754 -0.219
C -0.6698 3.2539 -3.3543 -1.645 -0.933 0.178
N -4.7828 2.8813 -2.0597 -0.338 0.398 -0.511
H -6.3099 2.9668 -4.2148 -0.478 0.582 0.081
H -5.2501 3.5769 -5.4261 0.354 0.114 0.001
H -5.6531 4.6609 -4.0805 -0.025 -0.164 0.208
H -4.3653 1.8633 -3.7883 0.419 0.177 -0.460
H -3.0695 4.6227 -3.2540 0.277 -0.062 0.187
H -2.7580 3.5094 -4.6740 -0.103 0.963 -0.422
H -0.5474 3.1470 -4.4321 -0.123 0.462 -0.146
H 0.1226 2.6380 -2.9291 -0.485 -0.098 0.533
H -0.5979 4.2827 -3.0014 0.046 -0.063 -0.133
H -4.6580 3.8061 -1.6735 -0.674 0.876 -0.288
H -4.1037 2.4581 -1.4434 0.031 -1.250 -0.497
C 3.1975 -3.9049 2.9347 0.603 -0.800 0.732
C 2.0448 -3.0053 2.5845 0.658 -1.637 0.232
C 2.1691 -1.6380 3.1728 0.461 0.334 -0.082
O 3.2193 -0.9991 2.3996 -1.190 1.018 1.335
C 3.2664 0.4211 2.6087 1.677 0.009 -0.856
N 1.9402 -2.8588 1.1528 -0.622 0.668 -0.602
H 3.2660 -4.0598 4.0114 -0.075 0.067 0.197
H 4.1931 -3.6003 2.6120 -0.204 0.190 -0.340
H 2.9486 -4.8848 2.5273 0.364 -0.142 -0.180
H 1.2073 -3.5843 2.9736 -0.642 0.570 0.235
H 2.4792 -1.6690 4.2174 -0.076 -0.038 0.113
H 1.2001 -1.1440 3.1014 0.054 0.583 -0.198
H 2.6727 0.9945 1.8968 -0.909 -0.163 0.388
H 4.2714 0.6925 2.2855 0.316 -0.023 0.149
H 3.2045 0.7885 3.6331 -0.518 -0.430 0.051
H 2.4626 -1.9996 1.0581 -0.131 0.330 -1.006
H 2.5281 -3.4900 0.6273 0.235 -0.528 0.213
C -2.7600 3.2391 2.1396 0.022 1.319 1.084
C -2.9555 3.7703 0.7455 1.226 -0.803 -0.626
C -2.0590 4.9862 0.4546 -0.790 0.051 1.040
O -2.3641 5.5100 -0.8514 1.478 0.993 0.681
C -1.7773 6.8296 -1.0615 0.722 -0.032 0.583
N -2.5202 2.6560 -0.1355 -1.713 0.736 0.463
H -3.2459 3.9476 2.8104 -0.091 -0.157 0.411
H -1.7055 3.2872 2.4112 0.229 -0.267 -0.041
H -3.1413 2.2398 2.3499 -0.149 0.095 -0.390
H -3.9943 4.0731 0.6139 -0.117 -0.320 -0.399
H -1.0349 4.7069 0.7022 0.658 -0.457 -1.260
H -2.1400 5.7144 1.2616 -0.966 0.749 -0.161
H -1.1983 6.9623 -1.9754 -1.058 -0.525 -0.892
H -0.9238 7.0907 -0.4358 -0.096 -0.712 1.096
H -2.4707 7.6480 -0.8675 -0.396 -0.279 -0.428
H -2.6373 2.9682 -1.0888 1.232 -0.173 -0.114
H -1.5645 2.4469 0.1154 0.199 0.035 -0.528
C -3.2516 -0.4049 -4.9682 0.178 -2.234 -0.969
C -2.4802 -0.9634 -3.7507 1.124 0.036 -1.714
C -0.9232 -1.1622 -4.0103 -2.684 -0.267 -0.866
O -0.2620 -1.5662 -2.8350 0.771 0.142 -1.218
C 1.1311 -1.8768 -3.0444 0.073 -0.063 0.951
N -2.7376 -0.0517 -2.7019 -0.228 0.522 1.235
H -2.8647 0.5065 -5.4240 0.054 -0.009 0.287
H -4.3275 -0.3559 -4.8003 -0.012 0.643 0.738
H -3.3198 -1.1934 -5.7176 0.651 0.050 -0.629
H -2.8432 -1.9443 -3.4438 -0.211 -0.012 -0.326
H -0.5454 -0.2761 -4.5203 0.544 0.232 0.444
H -0.9556 -1.9693 -4.7422 0.604 -0.213 -0.171
H 1.6879 -1.0720 -3.5245 -0.282 0.137 -0.141
H 1.2914 -2.8176 -3.5711 -0.394 0.040 -0.342
H 1.5509 -2.0127 -2.0477 0.012 0.103 0.066
H -2.4076 0.8653 -2.9668 0.877 0.618 0.211
H -3.7236 0.1258 -2.8299 -0.609 -0.129 1.140
C 4.5554 0.9746 -2.2502 0.689 1.027 -0.460
C 3.7538 1.2054 -0.9364 0.318 -0.639 -0.119
C 2.6855 2.3504 -0.9618 -0.194 -0.490 0.233
O 3.1833 3.5953 -1.1494 1.646 3.143 -1.643
C 3.8970 4.1894 -0.0872 0.084 -0.951 -0.043
N 3.1165 -0.0949 -0.6227 -0.204 0.494 -0.763
H 5.4307 0.3298 -2.1711 -0.536 -0.855 0.649
H 5.1220 1.7993 -2.6826 -0.492 1.068 0.503
H 3.9836 0.6750 -3.1285 -0.531 -0.443 0.341
H 4.4556 1.3547 -0.1159 0.194 0.436 -0.144
H 2.0446 2.4957 -0.0922 0.053 -1.362 0.644
H 1.9731 2.2794 -1.7837 0.047 -0.881 -0.217
H 4.6038 3.4306 0.2488 0.227 0.290 0.614
H 3.2111 4.4859 0.7062 -0.016 -0.041 0.291
H 4.4683 5.0607 -0.4074 -0.268 -0.098 -0.340
H 2.2422 0.0459 -1.1083 -0.659 -0.827 0.088
H 2.8712 -0.1549 0.3553 -0.083 0.132 0.019
C -0.0587 -5.4165 -0.5678 0.272 0.735 -0.009
C -0.8365 -4.1017 -0.8576 2.699 -0.729 -1.170
C -2.2051 -4.3226 -1.2772 -2.568 -0.005 -0.483
O -2.8307 -3.0369 -1.4209 -0.660 -0.312 -0.589
C -4.2486 -3.0289 -1.5030 -0.408 0.196 1.050
N -0.8178 -3.1422 0.2144 -1.043 -0.681 0.588
H -0.3462 -5.8978 0.3670 -0.451 -0.058 -0.064
H 0.9930 -5.1697 -0.4227 0.037 0.159 -0.075
H -0.0773 -6.1281 -1.3932 -0.312 -0.003 0.015
H -0.4085 -3.6254 -1.7397 0.642 -0.059 0.024
H -2.7741 -4.8876 -0.5390 -0.174 -0.288 0.133
H -2.2607 -4.8021 -2.2545 0.057 -0.427 0.090
H -4.6371 -2.0307 -1.7045 0.559 0.102 -0.795
H -4.6705 -3.1438 -0.5045 0.016 -0.720 0.289
H -4.6770 -3.7831 -2.1631 0.235 0.066 -0.182
H 0.0673 -3.1060 0.6996 1.278 0.417 -0.194
H -1.4124 -3.6396 0.8618 -0.574 0.587 0.917
C 0.7942 2.5158 4.4335 -1.039 -0.189 0.586
C 1.2856 2.5406 5.8977 0.190 0.459 0.126
C 1.9956 1.2285 6.2411 -1.190 -0.950 -0.665
O 1.3503 0.6350 7.3918 1.910 0.158 -0.441
C 2.1740 -0.2481 8.1574 -1.060 0.094 1.203
N 2.1462 3.6839 6.1260 1.413 0.658 0.031
H 1.5166 2.9065 3.7169 0.248 -0.218 0.210
H -0.1402 3.0482 4.2558 0.060 0.510 0.310
H 0.4942 1.4939 4.2014 0.305 -0.103 -0.329
H 0.5576 2.7002 6.6932 -1.166 -0.983 -0.647
H 3.0849 1.2297 6.2032 0.218 0.563 0.978
H 1.7795 0.5715 5.3987 -0.128 -0.410 -0.039
H 1.4375 -0.7090 8.8155 0.132 -0.422 -0.026
H 2.8479 0.2444 8.8585 0.215 0.611 -0.282
H 2.7603 -1.0357 7.6842 -0.285 0.126 -0.816
H 2.4935 3.5934 7.0701 0.447 -0.054 0.199
H 1.6184 4.5425 6.1926 -0.320 0.128 -0.407
C 3.5405 -4.7841 -2.1363 1.610 -1.106 0.102
C 4.8726 -4.0438 -1.6996 -2.587 0.856 -1.835
C 5.4800 -3.2210 -2.8983 0.578 -1.944 0.879
O 6.1589 -4.0566 -3.8858 -0.304 -0.287 0.630
C 7.1112 -5.1298 -3.5450 -0.543 1.118 -0.011
N 4.4227 -3.1698 -0.6319 1.185 0.284 0.904
H 2.6512 -4.2010 -2.3754 0.467 0.635 -0.008
H 3.2376 -5.4489 -1.3273 0.047 -0.030 0.162
H 3.7617 -5.4362 -2.9812 -0.129 0.019 -0.218
H 5.6182 -4.7381 -1.3123 -0.240 -0.062 -0.014
H 6.0996 -2.4521 -2.4368 0.734 -0.043 -0.140
H 4.6953 -2.6548 -3.4000 -0.083 -0.361 -0.368
H 8.0959 -4.6882 -3.3917 0.093 -0.047 -0.180
H 7.1066 -5.8322 -4.3785 0.078 0.444 -0.240
H 6.9196 -5.7686 -2.6828 -0.610 0.408 0.333
H 3.9377 -2.3332 -0.9235 -0.557 0.145 -0.707
H 5.2543 -2.7394 -0.2532 0.301 0.014 0.665
C -2.1690 -0.9769 2.5314 0.334 -1.097 -0.580
C -3.3054 -1.4079 1.5976 -1.084 3.996 1.778
C -4.6983 -1.1004 2.2491 -0.097 -0.669 0.634
O -4.9888 0.2703 2.5478 1.448 -0.896 -0.737
C -6.2474 0.4420 3.1108 -1.176 2.282 -0.325
N -3.2633 -0.4460 0.4479 -1.046 -1.212 0.016
H -2.0478 0.1016 2.6333 -0.572 -0.040 0.184
H -1.2574 -1.2797 2.0162 0.391 -0.198 0.441
H -2.2822 -1.4802 3.4916 0.312 0.136 0.067
H -3.2837 -2.4611 1.3175 0.098 0.161 -0.205
H -4.8680 -1.5883 3.2090 0.302 -0.787 -0.097
H -5.4048 -1.5018 1.5226 -0.628 0.076 -0.047
H -6.3603 1.5204 3.2219 0.381 0.289 0.284
H -6.4800 0.0782 4.1116 0.466 -0.874 -0.130
H -7.0605 0.3126 2.3965 -0.109 -1.085 -0.078
H -4.2216 -0.1504 0.3282 -0.393 -0.160 -0.924
H -2.8634 0.4599 0.6469 0.512 0.244 0.589
```
Forces are in eV/Å.

Net charge ... +1
LUMO ... -1.6780 eV